Entry from the OMol25 dataset: an isolated ion of composition C19H40N5O7 and charge +1 (ωB97M-V with the def2-TZVPD basis set).

The geometry in XYZ format:
```
71
Properties=species:S:1:pos:R:3:forces:R:3:nbo_charge:R:1
C 6.010 0.090 -2.465 0.07 -0.02 -0.13 -0.4050
N 5.738 0.577 -1.126 0.20 -0.02 0.18 -0.6564
H 6.590 0.642 -0.579 -0.04 0.06 -0.02 0.3841
C 4.732 -0.126 -0.357 0.01 0.14 0.61 -0.0952
H 3.972 -0.517 -1.042 0.07 -0.01 0.04 0.2112
C 5.225 -1.268 0.566 -0.44 -0.39 -0.41 0.2224
C 5.830 -2.444 -0.209 -0.15 0.35 0.19 -0.6407
H 6.788 -2.151 -0.632 0.04 0.02 -0.05 0.2277
H 5.999 -3.284 0.462 0.04 -0.12 0.05 0.2144
H 5.168 -2.765 -1.008 -0.06 -0.10 -0.12 0.2183
C 4.008 -1.777 1.366 0.25 0.04 -0.16 -0.1000
H 3.312 -2.267 0.673 0.07 -0.05 0.05 0.1803
O 3.335 -0.762 2.092 -0.04 0.12 0.06 -0.5155
C 2.900 0.303 1.312 0.19 0.52 0.11 0.3730
O 1.886 -0.134 0.423 0.07 -0.13 -0.04 -0.5609
C 0.625 0.488 0.521 -0.30 0.05 -0.22 0.0834
H 0.418 0.745 1.572 0.00 -0.06 -0.05 0.1790
C 0.559 1.770 -0.343 0.31 -0.25 -0.43 -0.1072
N 0.162 2.932 0.481 0.53 0.15 0.26 -0.8510
H 0.660 2.920 1.366 0.05 0.05 -0.03 0.3913
H 0.448 3.785 0.008 0.01 0.00 0.07 0.3888
C -0.456 1.620 -1.479 0.02 0.03 0.32 -0.4240
C -1.835 1.280 -0.918 0.08 -0.40 -0.38 -0.0638
N -2.319 2.467 -0.161 -0.23 0.07 0.04 -0.7904
H -1.426 2.793 0.364 -0.54 0.13 -0.08 0.4478
H -2.579 3.207 -0.814 0.05 -0.03 0.07 0.4019
H -3.183 2.305 0.517 0.38 0.14 -0.36 0.4472
C -1.803 0.038 -0.001 0.38 -0.10 0.17 0.0739
C -0.403 -0.581 0.112 -0.03 0.59 -0.02 0.0713
O -0.467 -1.574 1.100 -0.04 -0.25 0.19 -0.7163
H 0.434 -1.876 1.277 -0.03 0.00 -0.02 0.4902
H -0.110 -1.025 -0.849 -0.02 0.12 -0.01 0.1831
H -2.101 0.324 1.016 0.09 0.05 -0.06 0.2000
O -2.731 -0.907 -0.494 -0.09 -0.12 -0.09 -0.5585
C -3.587 -1.444 0.500 0.10 -0.73 0.21 0.3616
O -4.276 -0.409 1.146 -0.26 0.26 0.03 -0.5634
C -5.124 0.307 0.247 -0.46 0.27 -0.03 0.0852
C -5.576 1.562 0.990 0.04 -0.50 -0.16 -0.2310
N -4.374 2.223 1.527 -0.36 -0.01 0.43 -0.8311
H -4.628 3.108 1.957 0.06 -0.08 0.05 0.3892
H -4.006 1.618 2.259 -0.01 0.13 0.04 0.3954
H -6.076 2.239 0.296 -0.02 -0.07 0.03 0.2077
H -6.277 1.287 1.784 0.00 0.06 -0.03 0.2003
C -6.234 -0.606 -0.259 0.44 0.14 -0.08 -0.4166
H -6.916 -0.049 -0.901 -0.08 0.04 0.00 0.2201
H -6.793 -1.002 0.590 -0.08 0.05 0.06 0.2144
C -5.573 -1.746 -1.034 -0.03 -0.14 0.37 -0.4035
H -5.064 -1.348 -1.915 -0.01 0.01 -0.10 0.2001
H -6.313 -2.470 -1.370 0.03 -0.03 -0.08 0.2357
C -4.545 -2.469 -0.157 0.07 0.52 -0.04 -0.0840
N -3.863 -3.479 -0.927 0.12 -0.14 -0.03 -0.8140
H -3.310 -3.043 -1.656 0.03 -0.07 0.03 0.3617
H -3.236 -4.018 -0.341 0.02 -0.04 -0.09 0.3643
H -5.072 -2.965 0.667 0.06 0.12 -0.03 0.2035
H -4.523 0.618 -0.621 -0.07 0.04 0.07 0.1631
H -2.986 -1.926 1.284 -0.09 0.10 -0.17 0.1891
H -2.528 1.057 -1.735 0.02 0.06 0.17 0.2339
H -0.508 2.549 -2.051 0.02 0.01 -0.13 0.2160
H -0.128 0.835 -2.158 -0.01 -0.01 -0.09 0.2412
H 1.565 1.911 -0.758 -0.28 -0.03 0.13 0.2621
C 4.072 0.930 0.548 -0.01 -0.51 0.10 0.0549
O 3.631 2.025 -0.215 -0.19 0.15 -0.07 -0.7484
H 4.335 2.155 -0.874 0.05 -0.04 0.05 0.5025
H 4.811 1.259 1.293 -0.17 -0.10 -0.07 0.1961
H 2.489 1.034 2.021 -0.04 -0.08 -0.11 0.1631
H 4.324 -2.494 2.127 0.03 -0.05 -0.15 0.2015
O 6.194 -0.687 1.416 0.14 0.12 0.19 -0.7309
H 6.492 -1.345 2.054 0.05 0.03 -0.02 0.4797
H 6.464 -0.906 -2.511 -0.03 0.01 -0.01 0.1745
H 5.074 0.066 -3.025 0.03 0.00 -0.08 0.1914
H 6.683 0.796 -2.950 -0.02 -0.06 -0.12 0.2104
```
Forces are in eV/Å.

Calculated values
energy relative to the best compared isomer or geometry (same formula, charge and spin): 3.4 kcal per mole
Kohn-Sham gap: 0.33305 hartree
total charge: +1
M: 450.56 Da
E_tot: -1548.2480 hartree
SMILES: CN[C@@H]1[C@@H](O)[C@@H](O[C@@H]2[C@@H](O)[C@H](O[C@H]3O[C@H](CN)CC[C@H]3N)[C@@H]([NH3+])C[C@H]2N)OC[C@]1(C)O
2S+1: 1